Record 1
{
  "formula": "C38H38N4O6",
  "method": "the ωB97M-V functional and the def2-TZVPD basis",
  "de_lowest_kj_mol": 83.8,
  "smiles": "Oc1ccc(O)cc1.Oc1ccc(O)cc1.Oc1ccc(O)cc1.c1ccncc1.c1ccncc1.c1ccncc1.c1ccncc1",
  "lumo_energy_ev": 0.02,
  "gap_ev": 8.2859,
  "max_force_ha_per_bohr": 0.1936,
  "total_energy_ev": -58255.3214,
  "species": ["N", "C", "C", "C", "C", "C", "H", "H", "H", "H", "H", "N", "C", "C", "C", "C", "C", "H", "H", "H", "H", "H", "N", "C", "C", "C", "C", "C", "H", "H", "H", "H", "H", "N", "C", "C", "C", "C", "C", "H", "H", "H", "H", "H", "C", "C", "C", "C", "C", "C", "O", "O", "H", "H", "H", "H", "H", "H", "C", "C", "C", "C", "C", "C", "O", "O", "H", "H", "H", "H", "H", "H", "C", "C", "C", "C", "C", "C", "O", "O", "H", "H", "H", "H", "H", "H"],
  "positions_angstrom": [[-6.57509, -0.66891, 3.98058], [-5.84109, -0.93691, 2.91758], [-4.58209, -0.41291, 2.67858], [-4.02709, 0.52909, 3.56858], [-4.58909, 0.68709, 4.83158], [-5.98709, 0.13209, 4.90958], [-6.20409, -1.63091, 2.11258], [-4.15609, -0.56991, 1.65758], [-2.89809, 0.73609, 3.26458], [-4.21809, 1.36109, 5.67158], [-6.67609, 0.41409, 5.65658], [1.36391, -6.11691, -1.33942], [2.23591, -5.35291, -0.68042], [1.96191, -4.55291, 0.40258], [0.59591, -4.40791, 0.80758], [-0.37309, -5.16291, 0.18758], [-0.00809, -5.98991, -0.90042], [3.35891, -5.45191, -1.03842], [2.64191, -4.22491, 1.14658], [0.42191, -3.58991, 1.47858], [-1.24009, -5.22091, 0.73558], [-0.49609, -6.82891, -1.36642], [-0.20909, 1.72709, 0.21858], [-0.45809, 1.28609, 1.42258], [-0.91409, -0.10491, 1.64258], [-1.27709, -0.92791, 0.65458], [-0.83009, -0.48691, -0.67042], [-0.44109, 0.89409, -0.81242], [-0.16109, 1.92809, 2.27958], [-0.68109, -0.51991, 2.72458], [-1.46809, -1.86891, 1.00558], [-0.90409, -1.08491, -1.62942], [-0.23909, 1.16309, -1.93942], [-1.16409, 2.37709, 5.04958], [-0.59609, 1.21709, 4.94958], [0.84791, 0.87609, 4.88358], [1.58891, 1.96409, 4.46658], [1.03991, 3.30809, 4.47658], [-0.40009, 3.43309, 4.82458], [-1.13609, 0.12909, 5.21358], [1.45091, 0.00209, 4.93158], [2.73691, 1.93409, 4.23558], [1.49691, 4.23909, 4.37058], [-0.76309, 4.30009, 4.86858], [0.74191, -0.46891, -4.73442], [0.36391, -1.97191, -4.59242], [0.79491, -2.72291, -3.61142], [1.75891, -2.22491, -2.63742], [2.19691, -0.85091, -2.82142], [1.66791, -0.04391, -3.85342], [2.11991, 1.27709, -3.74942], [0.29591, -3.99091, -3.50342], [0.22791, -0.03591, -5.47542], [-0.29309, -2.33891, -5.22042], [1.97391, -2.86791, -1.68842], [2.94591, -0.64691, -2.03842], [1.55591, 1.95809, -4.17542], [0.89091, -4.50191, -2.81542], [-3.01509, 1.65709, -3.56742], [-1.83909, 2.27809, -4.24342], [-1.11009, 3.31109, -3.63442], [-1.52909, 3.80209, -2.35042], [-2.68209, 3.24809, -1.68642], [-3.40409, 2.18309, -2.36442], [-4.67209, 1.83709, -1.83042], [-0.07109, 3.92909, -4.18242], [-3.53509, 0.81909, -4.17742], [-1.51209, 1.61809, -5.21642], [-1.19109, 4.72009, -1.84542], [-2.92009, 3.35509, -0.71342], [-5.12609, 2.50709, -1.11242], [0.52091, 4.46209, -3.52042], [5.81791, 0.37109, -0.48742], [4.75991, -0.16591, 0.54258], [3.46891, 0.38409, 0.52958], [3.31391, 1.39109, -0.32442], [4.26491, 1.91909, -1.38942], [5.49991, 1.42009, -1.32842], [6.38691, 1.78009, -2.36642], [2.65591, -0.05991, 1.35558], [6.59191, -0.35091, -0.46642], [4.79891, -1.15791, 1.09358], [2.26891, 1.70009, -0.52742], [4.05091, 2.71709, -2.02042], [7.05391, 1.06909, -2.27542], [1.68391, 0.16109, 1.17658]],
  "forces_ev_per_angstrom": [[0.828, 1.166, 1.363], [0.726, -1.040, -1.685], [-0.486, 1.133, -0.888], [3.359, -1.765, -0.272], [-3.320, 0.175, 0.055], [2.321, 0.108, -1.781], [-0.195, 0.627, 1.106], [-0.071, 0.027, 1.171], [-2.562, 0.477, 1.071], [-0.363, -1.121, -1.425], [-0.212, 0.259, 1.252], [-3.124, 1.792, 1.139], [2.963, -1.085, -0.969], [-2.991, -0.145, 0.973], [2.819, 0.231, -1.676], [1.854, -0.964, -1.651], [4.007, -0.705, 0.567], [-2.353, 0.106, 0.762], [1.183, 0.785, -0.239], [-0.519, -0.294, 0.864], [-2.613, -0.125, 0.224], [-1.188, 0.450, 0.114], [-0.552, 0.528, -1.090], [0.038, -2.545, 0.926], [1.987, 3.103, 4.119], [2.732, 1.880, -3.383], [-1.541, 1.181, 0.161], [0.105, -2.725, -1.951], [-0.392, -0.507, -0.624], [-1.326, 0.964, -2.101], [-0.907, -2.668, -0.203], [-0.005, 0.598, 1.471], [-0.148, 0.121, 2.579], [-0.639, -0.142, -0.596], [2.051, -6.696, 2.420], [-1.889, 3.819, -1.750], [2.462, 3.245, 0.144], [-4.492, -2.975, 1.298], [7.144, -6.786, -1.411], [0.276, 3.371, -0.766], [-0.802, -1.327, 0.239], [-2.279, -0.359, 0.481], [1.376, 0.918, -0.559], [-3.198, 6.893, 0.517], [0.442, -6.947, 2.832], [2.628, 7.039, 0.456], [2.177, -1.229, 3.400], [-0.719, 1.685, -0.666], [-0.386, -4.632, 1.539], [0.757, 2.140, 1.098], [-0.252, 0.299, -0.350], [1.818, -1.620, 2.095], [-1.297, 2.273, -2.483], [-3.227, -1.700, -3.210], [0.007, 1.432, -1.971], [-0.445, 1.143, -0.879], [0.171, -1.005, 0.073], [-1.816, 1.218, -2.036], [1.731, 0.351, -2.450], [-0.442, -3.000, -0.404], [-2.152, -0.032, 2.339], [-3.062, -0.983, 1.039], [2.334, -2.285, -5.907], [-1.459, 2.044, 1.773], [-0.793, 1.394, 1.872], [3.421, 1.555, -0.193], [0.706, 1.667, 1.577], [-0.550, 2.445, 2.404], [0.756, -0.607, -0.592], [-0.775, 1.236, 3.062], [2.494, -2.246, -2.856], [-2.105, -1.633, -1.601], [-4.473, -2.662, 4.628], [2.300, 0.361, -3.037], [6.694, 1.017, -2.591], [-1.083, 4.111, -5.655], [-3.074, -1.879, 5.204], [2.265, -1.119, -1.641], [0.310, -1.096, 1.366], [-6.827, -2.296, 4.031], [1.403, 0.199, -0.629], [0.862, 1.407, -0.675], [0.582, 0.279, 0.486], [-0.818, 0.964, -1.040], [-0.064, 0.867, -0.605], [1.899, -0.139, 0.201]],
  "mulliken_charge": [-0.60, -0.23, -0.08, 0.23, -0.29, -0.30, 0.30, 0.25, -0.09, 0.34, 0.41, -0.63, 0.04, -0.50, -0.23, -0.60, -0.34, 0.27, 0.45, 0.56, 0.57, 0.46, -0.20, -0.58, 0.80, -1.73, -0.01, 0.23, 0.22, -0.12, 1.09, 0.39, -0.10, -0.38, -0.06, -0.48, -0.09, -0.44, -0.51, 0.22, 0.45, 0.24, 0.46, 0.60, -0.93, -0.90, 0.58, 0.02, 0.28, -0.06, -0.52, -0.60, 0.81, 0.57, -0.19, 0.29, 0.30, 0.29, -0.74, -0.07, 0.55, -0.34, -0.96, 0.94, -0.63, -0.63, 0.29, 0.09, 0.30, 0.49, 0.36, 0.36, -0.83, -0.56, 0.62, 0.14, -0.85, 0.83, -0.55, -0.48, 0.30, 0.25, 0.05, 0.54, 0.30, 0.25]
}

Record 2
{
  "formula": "C38H39Cl2N4O5PtSb",
  "method": "the ωB97M-V functional and the def2-TZVPD basis",
  "total_charge": -2,
  "lumo_energy_ev": 4.11,
  "gap_ev": 4.3178,
  "max_force_ha_per_bohr": 0.0124,
  "total_energy_ev": -91065.2759,
  "species": ["Pt", "C", "O", "C", "C", "C", "C", "C", "C", "N", "C", "N", "C", "C", "C", "C", "C", "C", "O", "C", "N", "C", "C", "C", "C", "C", "C", "O", "C", "H", "H", "H", "H", "H", "H", "H", "H", "H", "H", "H", "H", "H", "H", "H", "H", "H", "H", "H", "H", "H", "H", "O", "C", "O", "C", "C", "C", "C", "C", "C", "H", "H", "H", "H", "H", "Cl", "C", "C", "C", "C", "C", "Cl", "C", "N", "H", "H", "H", "C", "Sb", "C", "C", "H", "H", "H", "H", "H", "H", "H", "H", "H"],
  "positions_angstrom": [[0.40530, 0.79434, -0.99694], [-0.77366, -3.87608, 0.36184], [-2.12169, -4.07357, -0.12159], [-3.13929, -3.98819, 0.76428], [-4.04039, -5.05228, 0.75848], [-5.14250, -5.09428, 1.59408], [-5.36339, -4.04362, 2.47305], [-4.49955, -2.96411, 2.46548], [-3.38631, -2.88973, 1.61778], [-2.58162, -1.75294, 1.73508], [-1.99446, -0.88863, 0.78248], [-2.56030, -0.98659, -0.45390], [-2.27799, -0.49702, -1.76363], [-1.10508, 0.16552, -2.17858], [-1.03503, 0.54449, -3.52717], [-2.05122, 0.31405, -4.43683], [-3.20594, -0.31418, -4.00742], [-3.31772, -0.71479, -2.68794], [-4.56291, -1.25780, -2.35942], [-4.65952, -2.64504, -2.11824], [-1.10303, -0.05982, 1.14710], [-0.53693, -0.06027, 2.40488], [0.16034, -1.13776, 2.94613], [0.80462, -1.03781, 4.17727], [0.76623, 0.15007, 4.88083], [0.08832, 1.25270, 4.35607], [-0.55483, 1.15859, 3.13082], [-1.22467, 2.16833, 2.53084], [-1.28705, 3.41528, 3.18220], [-0.14755, -4.59618, -0.15807], [-0.73283, -4.06487, 1.43521], [-0.40369, -2.88137, 0.12883], [-3.82097, -5.86171, 0.07347], [-5.81359, -5.94355, 1.56621], [-6.21404, -4.04863, 3.14278], [-4.69127, -2.11506, 3.11165], [-2.48883, -1.39372, 2.67182], [-3.37877, -1.56751, -0.43912], [-0.15616, 1.09194, -3.84454], [-1.95616, 0.64218, -5.46615], [-4.04741, -0.50025, -4.66371], [-5.63736, -2.96439, -2.48731], [-4.63012, -2.89874, -1.05505], [-3.87418, -3.20375, -2.63411], [0.23879, -2.04174, 2.35510], [1.35950, -1.88587, 4.55974], [1.27470, 0.24235, 5.83333], [0.07550, 2.18732, 4.90027], [-1.86286, 4.05940, 2.52321], [-0.29123, 3.84709, 3.31945], [-1.77705, 3.33022, 4.16028], [2.14866, -3.12803, -0.14063], [2.00785, -2.01985, -0.68206], [1.03273, -1.23875, -0.45568], [3.09678, -1.58525, -1.64928], [4.38615, -2.07609, -1.45239], [5.41965, -1.70505, -2.29813], [5.16614, -0.85861, -3.37230], [3.88053, -0.38221, -3.58396], [2.85038, -0.73379, -2.72021], [4.54974, -2.75337, -0.62429], [6.42363, -2.07564, -2.12319], [5.97198, -0.56457, -4.03548], [3.67642, 0.28834, -4.40962], [1.85461, -0.32596, -2.85191], [-1.79654, 5.03480, -0.20165], [-0.16585, 4.98267, -0.86711], [0.56151, 6.13533, -0.84185], [1.86103, 6.19225, -1.38080], [2.31449, 5.04837, -2.02969], [1.58219, 3.87933, -2.04265], [2.12284, 2.67055, -3.22107], [0.29906, 3.67219, -1.35565], [-0.39194, 2.61237, -1.13196], [0.11358, 7.01396, -0.39070], [2.44727, 7.10069, -1.35510], [3.25027, 5.06753, -2.57866], [2.57816, 3.29655, 1.66802], [2.47648, 1.62849, 0.33561], [4.35172, 2.01903, -0.61545], [3.25188, 0.13661, 1.67367], [3.58581, 3.33819, 2.08445], [1.85954, 3.16498, 2.47497], [2.35615, 4.21270, 1.12056], [5.13093, 2.05939, 0.14832], [4.29595, 2.96503, -1.15088], [4.56815, 1.22128, -1.32500], [3.38738, 0.56186, 2.66958], [4.21186, -0.21835, 1.29579], [2.55865, -0.69897, 1.72609]],
  "forces_ev_per_angstrom": [[0.197, 0.127, 0.139], [-0.048, 0.050, -0.049], [-0.006, 0.027, -0.017], [-0.048, 0.107, 0.050], [0.001, -0.020, -0.008], [0.022, -0.015, -0.012], [0.027, 0.008, -0.009], [-0.026, 0.005, -0.032], [-0.113, 0.030, -0.042], [0.119, -0.092, 0.004], [0.081, -0.033, 0.102], [-0.007, -0.277, 0.017], [0.047, 0.100, 0.012], [-0.263, -0.114, 0.066], [-0.011, 0.052, 0.051], [0.025, -0.011, -0.027], [0.009, -0.105, 0.029], [0.047, -0.046, -0.426], [0.001, 0.199, 0.607], [-0.030, -0.167, -0.207], [-0.360, 0.066, -0.217], [0.124, 0.070, -0.018], [0.014, 0.009, 0.002], [-0.012, 0.007, -0.009], [0.004, 0.017, 0.028], [-0.014, 0.027, -0.016], [0.011, -0.046, -0.058], [-0.090, -0.048, 0.086], [0.029, -0.058, -0.040], [-0.010, 0.010, -0.002], [0.025, 0.011, 0.042], [-0.041, 0.100, 0.019], [-0.017, -0.013, 0.003], [0.000, -0.005, -0.007], [-0.002, -0.002, 0.000], [0.015, 0.005, 0.001], [0.040, -0.033, -0.008], [-0.068, 0.064, -0.014], [-0.012, -0.019, -0.032], [0.009, 0.009, -0.002], [-0.002, 0.016, -0.016], [0.041, -0.035, -0.061], [0.064, 0.043, 0.050], [0.023, 0.021, 0.014], [-0.001, 0.008, -0.017], [-0.001, -0.001, 0.005], [0.004, 0.001, -0.001], [0.016, -0.005, 0.015], [0.037, 0.021, 0.007], [0.030, 0.012, -0.006], [-0.015, 0.006, -0.003], [0.076, -0.013, 0.044], [-0.057, -0.024, 0.090], [-0.113, -0.053, -0.184], [0.031, 0.017, 0.009], [-0.015, 0.013, -0.011], [0.005, 0.000, -0.001], [-0.004, 0.004, -0.003], [0.020, -0.005, -0.024], [-0.030, -0.026, 0.017], [0.003, -0.003, 0.009], [0.004, 0.000, -0.001], [-0.001, 0.003, -0.003], [0.004, 0.007, 0.001], [-0.007, 0.000, -0.003], [0.021, 0.010, -0.018], [-0.150, 0.029, -0.018], [0.041, -0.002, 0.065], [-0.018, -0.032, -0.027], [0.006, 0.044, 0.055], [0.064, -0.100, -0.167], [-0.005, 0.015, 0.088], [-0.090, 0.086, -0.004], [0.275, -0.054, 0.164], [0.007, 0.008, 0.002], [0.003, 0.006, 0.012], [0.017, -0.002, 0.005], [-0.047, -0.020, -0.021], [0.118, -0.058, -0.117], [0.017, 0.001, -0.012], [0.045, 0.047, 0.037], [0.004, 0.036, 0.003], [-0.058, -0.003, 0.029], [-0.027, 0.012, -0.027], [0.010, 0.008, -0.004], [-0.017, 0.017, 0.004], [0.011, -0.027, 0.000], [-0.011, -0.020, 0.015], [0.005, 0.004, -0.009], [-0.007, -0.013, 0.008]],
  "mulliken_charge": [3.04, -0.19, -0.35, 0.38, -0.22, -0.49, -0.68, -0.85, 0.35, 0.51, -0.12, 0.08, 1.09, -1.41, -0.70, -0.98, -0.19, 0.95, -0.64, -0.78, 0.14, -0.92, 0.44, -0.86, -0.79, -0.27, 0.47, -0.28, -0.84, 0.31, 0.27, -0.33, 0.41, 0.37, 0.36, 0.45, 0.25, -0.07, 0.25, 0.38, 0.35, 0.37, 0.21, 0.24, 0.31, 0.37, 0.34, 0.39, 0.13, 0.28, 0.39, -0.82, -0.46, -0.91, 0.28, -0.57, -0.51, -0.40, -0.86, 0.32, 0.42, 0.35, 0.35, 0.36, 0.56, -0.29, 0.34, -0.41, -0.80, -0.28, 0.73, -0.18, -0.81, -0.76, 0.34, 0.33, 0.34, -1.08, 0.01, -1.08, -1.23, 0.37, 0.17, 0.28, 0.40, 0.31, 0.14, 0.48, 0.50, 0.11]
}

What is the formula in the first record? C38H38N4O6

Which formula does entry 1 have? C38H38N4O6